1.
Formula: C8H20ClHfOSm
Source: the Open Molecules 2025 dataset
Level of theory: wB97M-V/def2-TZVPD

Structure (XYZ):
```
32
C8H20ClHfOSm (wB97M-V/def2-TZVPD)
Sm 0.6306 0.0102 -3.9381
Cl 1.8337 0.7513 -1.5200
C -0.9107 0.1535 -5.6822
C 2.5867 -0.5960 -4.9499
H -0.6715 -0.5685 -6.4744
H -1.8361 -0.1714 -5.1738
H -1.0719 1.1421 -6.1258
H 2.3612 -1.2102 -5.8347
H 3.0963 -1.2267 -4.2009
H 3.2628 0.2163 -5.2505
Hf 0.0123 0.1820 0.0259
C -1.8365 1.1787 -0.4245
C -0.4009 -1.8110 -0.2502
H -2.3857 0.7213 -1.2638
H -2.5218 1.1297 0.4437
H -1.7321 2.2367 -0.6688
H 0.2621 -2.6727 -0.0906
H -1.3998 -2.1292 -0.5840
C 1.3114 -0.5497 3.7684
C 0.0749 0.2433 3.3525
C -1.2156 -0.5244 3.5952
C 0.0400 1.5930 4.0507
O 0.1803 0.4683 1.9156
H 1.3482 -0.6875 4.8573
H 2.2243 -0.0249 3.4615
H 1.3129 -1.5406 3.2943
H -1.3786 -0.7242 4.6667
H -2.0736 0.0480 3.2175
H -1.1973 -1.4842 3.0575
H 0.9264 2.1942 3.8190
H -0.8424 2.1771 3.7662
H 0.0107 1.4753 5.1404
```

Calculated values
2S+1: 6
Total energy (a.u.): -1558.11215
Lowest unoccupied orbital energy (alpha / beta) (eV): -1.075 / -0.859
Frontier orbital gap (alpha / beta) (eV): 5.46 / 5.73

***

2.
Formula: C5H6O2S
Source: the Open Molecules 2025 dataset
Level of theory: wB97M-V/def2-TZVPD

Structure (XYZ):
```
14
C5H6O2S (wB97M-V/def2-TZVPD)
C -0.6693 -0.5779 0.5607
C 0.8139 -0.9718 0.1199
C 0.4064 0.4831 0.2445
C 0.1751 1.4531 -0.8375
C 0.2161 2.3680 -1.6225
H -1.3141 0.6765 -1.5284
H -1.1549 -0.2605 1.5933
H 0.8488 -1.5621 -0.7761
H 1.5365 -2.2025 1.5551
H 1.5702 0.4009 1.6940
H 0.0168 3.1978 -2.3847
O 1.8531 -1.3492 1.0600
O 0.7970 0.9690 1.4407
S -1.7723 -0.8585 -0.6844
```

Calculated values
Energy relative to the best compared isomer or geometry (same formula, charge and spin) (eV): 5.668
Total energy (a.u.): -742.57658
Lowest unoccupied orbital energy (eV): 0.303
Frontier orbital gap (eV): 8.89

***

Q: Look up the total energy of the first one.
A: -1558.11215 a.u.

***

Q: Look up the total energy of the first one.
A: -1558.11215 a.u.